125
Properties=species:S:1:pos:R:3:mulliken_charge:R:1 method="wB97M-V/def2-TZVPD" smiles="COP(=O)(OC)OC.COP(=O)(OC)OC.COP(=O)(OC)OC.COP(=O)(OC)OC.COP(=O)(OC)OC.CNC(C)=O.CNC(C)=O.ClCCCl.ClCCCl" multiplicity=1 homo_ev=-9.54 total_charge=0
C 4.79997 -8.62853 -4.38370 -0.9679
C 3.42337 -8.63048 -3.69184 0.7275
O 2.62803 -9.50620 -3.96468 -0.6549
N 3.20934 -7.75255 -2.70098 -0.2016
C 2.02787 -7.66432 -1.82820 -0.8586
H 5.41354 -9.48858 -4.11549 0.2585
H 5.38014 -7.80548 -3.96646 0.3015
H 4.77534 -8.47340 -5.46232 0.2737
H 3.94498 -7.07059 -2.58323 0.1953
H 1.33818 -8.48410 -2.02920 0.3251
H 1.61697 -6.65483 -1.81404 0.2867
H 2.36255 -7.91031 -0.82044 0.3146
C 2.41100 -18.83279 -7.21361 -1.1443
C 1.71113 -17.55364 -6.70427 0.8446
O 0.58168 -17.13677 -7.02493 -0.6889
N 2.39015 -16.96786 -5.74281 -0.1451
C 2.03602 -15.72889 -4.99439 -0.8746
H 2.47790 -19.70138 -6.55848 0.3049
H 3.42708 -18.48252 -7.39525 0.3130
H 1.96923 -19.26840 -8.10981 0.3048
H 3.35143 -17.23546 -5.58643 0.1994
H 1.25046 -15.23675 -5.56779 0.3217
H 2.82939 -15.00765 -4.79824 0.3117
H 1.53812 -15.93751 -4.04745 0.2555
C 0.14337 -10.89575 -8.77570 -0.6662
O -1.16662 -11.34998 -8.50133 -0.1999
P -2.42112 -10.31125 -8.50355 0.9482
O -2.53693 -9.40788 -9.65595 -0.6621
O -3.69697 -11.32711 -8.38103 -0.3102
C -4.08655 -12.10200 -9.49426 -0.6511
O -2.45684 -9.64261 -6.99157 -0.2916
C -1.88540 -8.41322 -6.55048 -0.6408
H 0.19513 -9.81690 -8.92236 0.2926
H 0.42720 -11.48118 -9.65023 0.2683
H 0.91004 -11.18615 -8.05738 0.2672
H -5.17405 -12.02886 -9.48517 0.2335
H -3.76868 -13.12090 -9.27317 0.2473
H -3.66418 -11.77597 -10.44475 0.3289
H -2.73499 -7.82362 -6.20603 0.2591
H -1.53279 -7.92962 -7.46147 0.3203
H -1.11030 -8.50414 -5.78952 0.2560
C 8.86338 -16.99274 -2.10249 -0.6210
O 9.13418 -18.35315 -2.49471 -0.2692
P 8.55384 -18.94414 -3.86929 0.9686
O 7.32821 -18.22713 -4.33429 -0.6206
O 8.28479 -20.51014 -3.53246 -0.3098
C 7.31232 -20.96125 -2.55791 -0.6494
O 9.81655 -18.91491 -4.92058 -0.3359
C 10.90014 -19.78645 -4.69204 -0.6379
H 7.90807 -16.85477 -1.59610 0.2479
H 8.90107 -16.33129 -2.96803 0.3121
H 9.61653 -16.71054 -1.36680 0.2547
H 7.06354 -20.13492 -1.89203 0.2448
H 7.62215 -21.69178 -1.81063 0.2983
H 6.36040 -21.23347 -3.01378 0.2873
H 11.75564 -19.19652 -4.36310 0.2610
H 11.10430 -20.26929 -5.64771 0.2553
H 10.79710 -20.56400 -3.93513 0.3135
C -1.78857 -15.13739 1.62018 -0.5442
O -0.53310 -14.31904 1.67355 -0.3215
P 0.86084 -15.15247 2.00851 0.9889
O 0.93385 -15.81608 3.33311 -0.6698
O 2.00743 -13.90728 1.85163 -0.4017
C 2.19545 -13.22189 0.59515 -0.5045
O 1.18448 -16.04816 0.70856 -0.2050
C 0.72043 -17.36460 0.51472 -0.7367
H -2.05924 -15.11563 0.56454 0.2312
H -2.53097 -14.68165 2.27536 0.2595
H -1.57382 -16.15366 1.95057 0.2722
H 1.25428 -13.14085 0.05132 0.2899
H 2.91154 -13.80197 0.01307 0.2261
H 2.63182 -12.27158 0.90270 0.2168
H 0.18068 -17.44501 -0.42883 0.2763
H 0.15221 -17.73250 1.36905 0.3593
H 1.64119 -17.93201 0.37921 0.2633
C 2.76524 -27.92064 -4.36917 -0.7201
O 2.05086 -26.74617 -4.22567 -0.3019
P 2.08792 -25.51142 -5.36563 1.0292
O 3.42727 -24.87615 -5.56788 -0.6674
O 1.36830 -26.20639 -6.63930 -0.3263
C 0.09100 -26.79681 -6.46287 -0.6287
O 0.90061 -24.50396 -4.78514 -0.2713
C 0.86753 -24.01825 -3.44921 -0.7021
H 3.70429 -28.00924 -3.82287 0.2928
H 3.06544 -28.02402 -5.41190 0.2860
H 2.27468 -28.87048 -4.15645 0.2867
H -0.66311 -26.56917 -7.21626 0.2702
H -0.31619 -26.62979 -5.46567 0.3038
H 0.30798 -27.86474 -6.48666 0.2740
H 1.49598 -24.60665 -2.78068 0.2827
H -0.05755 -24.35757 -2.98315 0.3110
H 1.04856 -22.96374 -3.24106 0.2805
C -4.77716 -15.56900 -4.87442 -0.6297
O -4.58990 -16.22964 -3.58899 -0.2871
P -4.97887 -17.81088 -3.32988 0.9766
O -4.40512 -18.32853 -2.03856 -0.6872
O -6.60731 -17.76252 -3.29733 -0.3278
C -7.31393 -16.80629 -2.51975 -0.6813
O -4.59570 -18.64506 -4.69181 -0.1892
C -5.10688 -19.94834 -4.85582 -0.6635
H -3.86217 -15.09204 -5.22570 0.2593
H -5.52489 -14.78955 -4.72787 0.2660
H -5.15433 -16.26506 -5.62364 0.3041
H -7.97191 -16.21705 -3.15847 0.2677
H -6.68357 -16.08609 -1.99818 0.2856
H -7.90565 -17.24810 -1.71802 0.2933
H -6.06493 -20.18094 -4.39090 0.2943
H -4.40645 -20.70115 -4.49419 0.2641
H -5.21730 -20.14071 -5.92301 0.2539
Cl 7.18104 -11.53982 -9.66628 -0.1956
C 6.74341 -13.27258 -9.28379 -0.5263
C 6.67235 -13.54973 -7.84890 -0.2430
Cl 8.37892 -13.52554 -7.25509 -0.1908
H 7.49764 -13.84532 -9.82343 0.3227
H 5.83018 -13.47946 -9.84173 0.3220
H 6.25192 -14.54242 -7.68797 0.2186
H 6.08557 -12.85117 -7.25239 0.2915
Cl -5.60060 -17.26385 -12.86582 -0.1843
C -3.88062 -17.63921 -12.47327 -0.4004
C -3.83179 -18.63772 -11.31293 -0.4268
Cl -4.46204 -20.20898 -11.91502 -0.1829
H -3.34873 -16.72247 -12.21878 0.3019
H -3.49851 -18.04778 -13.40877 0.2988
H -4.31385 -18.33510 -10.38333 0.3249
H -2.83513 -18.91703 -10.97124 0.2690


63
Properties=species:S:1:pos:R:3:nbo_charge:R:1 method="wB97M-V/def2-TZVPD" smiles="O=C1OC[C@@H](F)O1.O=C1OC[C@@H](F)O1.O=C1OC[C@@H](F)O1.O=C1OC[C@@H](F)O1.O=C1OC[C@@H](F)O1.CCOC(=O)OO" multiplicity=1 homo_ev=-10.63 total_charge=0
C 2.17544 2.03459 -2.78586 -0.6560
C 3.44088 1.22015 -2.50260 -0.0762
O 3.76875 1.17486 -1.09195 -0.5356
C 4.10599 2.36168 -0.57287 0.9667
O 4.81449 3.19074 -1.06964 -0.5642
O 3.64279 2.51846 0.70994 -0.2849
O 2.25194 2.20417 0.75599 -0.4126
H 1.40360 1.38542 -3.20625 0.2372
H 2.39383 2.81028 -3.52466 0.2151
H 1.75486 2.47040 -1.87905 0.2369
H 3.29489 0.18593 -2.82059 0.2053
H 4.29080 1.60418 -3.07495 0.1923
H 2.22359 1.23803 0.86772 0.4726
C -1.88365 1.42851 1.95827 -0.1299
C -2.95255 0.94899 1.00654 0.4410
O -2.41442 1.28210 -0.25739 -0.4969
C -1.05386 1.28797 -0.13750 0.9743
O -0.29521 1.29517 -1.04487 -0.5568
O -0.70154 1.27122 1.16862 -0.4858
F -4.13070 1.61492 1.17556 -0.3429
H -2.01421 2.48386 2.20571 0.1986
H -1.82263 0.84239 2.86552 0.2255
H -3.14475 -0.12221 1.04938 0.1724
C -2.36969 -2.68273 6.13283 -0.1308
C -2.88696 -1.26163 6.20009 0.4464
O -2.40555 -0.71071 4.98373 -0.5004
C -2.26517 -1.72945 4.09177 0.9761
O -2.11193 -1.58132 2.92470 -0.5761
O -2.33488 -2.91981 4.72076 -0.4750
F -2.36813 -0.57159 7.23855 -0.3178
H -1.35923 -2.74929 6.53776 0.2070
H -3.01232 -3.40621 6.62546 0.2158
H -3.97415 -1.17300 6.22395 0.1591
C 4.31140 -3.38167 -4.48113 -0.1328
C 5.22123 -2.64061 -5.43180 0.4449
O 4.34273 -1.70910 -6.03043 -0.4955
C 3.33603 -1.45970 -5.14306 0.9693
O 2.59083 -0.54393 -5.22701 -0.5640
O 3.34041 -2.38209 -4.15587 -0.4761
F 5.73955 -3.44994 -6.38826 -0.3270
H 3.81782 -4.21840 -4.97761 0.1991
H 4.81410 -3.72910 -3.58394 0.2298
H 6.03784 -2.10075 -4.94932 0.1541
C 4.69610 -1.20036 1.68332 -0.1324
C 3.30424 -1.79598 1.68991 0.4464
O 3.08793 -2.08040 0.32367 -0.4882
C 4.30449 -2.28940 -0.25342 0.9810
O 4.46958 -2.78818 -1.31407 -0.5726
O 5.29195 -1.87101 0.57011 -0.4800
F 2.36210 -0.91660 2.11765 -0.3315
H 4.66467 -0.12625 1.49144 0.2126
H 5.25895 -1.39556 2.59162 0.2105
H 3.20364 -2.71523 2.26933 0.1538
C -7.00318 1.97425 -0.40750 -0.1358
C -7.49117 3.13445 -1.24606 0.4469
O -8.89633 2.96866 -1.20754 -0.4943
C -9.20931 2.31549 -0.05150 0.9672
O -10.29775 2.22823 0.40260 -0.5517
O -8.08980 1.79187 0.50555 -0.4869
F -7.06647 3.06030 -2.52917 -0.3231
H -6.88315 1.07688 -1.01654 0.2010
H -6.08107 2.17891 0.12377 0.2228
H -7.23769 4.11916 -0.84941 0.1521


18
Properties=species:S:1:pos:R:3:nbo_charge:R:1 method="wB97M-V/def2-TZVPD" smiles="CC(=O)Nc1ccccn1" multiplicity=1 homo_ev=-8.69 de_lowest_kj_mol=370.8 total_charge=0
C -1.22715 -2.71298 1.45397 -0.6990
C -0.40874 -1.49441 1.30380 0.6754
C -0.04297 0.24731 -0.41654 0.3732
C 0.93331 1.08814 0.28878 -0.2900
C 1.40859 2.18060 -0.24722 -0.2061
C 0.95071 2.49991 -1.61489 -0.2515
C 0.00694 1.66467 -2.16120 0.0058
H -2.09480 -2.58777 1.62856 0.2001
H -0.96896 -3.12058 2.52827 0.2443
H -1.14125 -3.70486 0.78717 0.2461
H -1.06612 -1.43392 -0.45903 0.3811
H 1.01664 0.67797 1.53236 0.2821
H 2.27922 2.73755 0.25322 0.2352
H 1.29438 3.52234 -2.32904 0.2267
H -0.33375 1.89985 -3.05846 0.1799
N -0.62987 -0.89236 0.04796 -0.5686
N -0.50810 0.61352 -1.60259 -0.4527
O 0.53192 -1.18497 2.06489 -0.5817